# 1
108
Properties=species:S:1:pos:R:3 method="wB97M-V/def2-TZVPD" homo_energy_ev="-9.49 / -9.49" orbital_gap_ev="7.686 / 5.392" total_energy_ha=-6822.9456 multiplicity=5 charge=+1
Co 0.153 -0.548 0.373
C 3.679 -0.605 1.914
P 1.916 -0.159 2.132
C 1.614 -0.816 3.815
C 1.891 1.639 2.458
C 2.981 2.322 2.984
C 2.902 3.685 3.216
C 1.736 4.372 2.917
C 0.656 3.704 2.362
C 0.722 2.337 2.115
P -0.656 1.396 1.350
C -1.773 1.236 2.791
C -1.579 2.587 0.314
H 4.233 -0.542 2.850
H 4.134 0.030 1.156
H 3.705 -1.633 1.553
H 2.355 -0.417 4.507
H 1.701 -1.902 3.771
H 0.612 -0.559 4.152
H 3.901 1.794 3.199
H 3.751 4.211 3.629
H 1.669 5.433 3.108
H -0.232 4.268 2.112
H -2.050 2.228 3.146
H -1.259 0.697 3.586
H -2.661 0.674 2.504
H -1.596 3.587 0.743
H -2.601 2.215 0.242
H -1.128 2.606 -0.679
C -3.235 -2.825 -5.444
C -1.982 -3.650 -5.356
C -1.720 -4.662 -6.266
C -0.562 -5.420 -6.191
C 0.349 -5.178 -5.178
C 0.102 -4.187 -4.242
C -1.052 -3.413 -4.333
N -1.380 -2.423 -3.386
C -0.578 -1.786 -2.473
N 0.692 -1.587 -2.884
C 1.634 -0.699 -2.369
C 1.492 -0.116 -1.108
C 2.366 0.926 -0.792
C 3.405 1.293 -1.626
C 3.598 0.608 -2.815
C 2.714 -0.377 -3.213
C 2.878 -1.052 -4.546
N -1.060 -1.327 -1.354
C -2.388 -1.694 -1.022
C -3.338 -0.684 -0.895
C -4.654 -0.979 -0.582
C -5.040 -2.300 -0.420
C -4.096 -3.308 -0.533
C -2.760 -3.032 -0.805
C -1.773 -4.164 -0.846
H -3.799 -3.079 -6.337
H -2.994 -1.760 -5.481
H -3.882 -2.995 -4.578
H -2.439 -4.863 -7.049
H -0.380 -6.205 -6.910
H 1.250 -5.770 -5.100
H 0.789 -4.043 -3.420
H -2.366 -2.345 -3.186
H 0.868 -1.881 -3.833
H 2.240 1.500 0.115
H 4.061 2.105 -1.342
H 4.430 0.867 -3.456
H 3.793 -0.712 -5.023
H 2.048 -0.804 -5.214
H 2.937 -2.138 -4.446
H -3.019 0.338 -1.059
H -5.383 -0.186 -0.480
H -6.068 -2.547 -0.197
H -4.390 -4.342 -0.397
H -2.057 -4.927 -0.123
H -0.773 -3.815 -0.599
H -1.748 -4.638 -1.829
F -4.997 -5.850 6.206
C -3.672 -6.045 6.063
F -3.133 -6.009 7.290
F -3.522 -7.304 5.603
C -3.049 -5.053 5.125
C -2.016 -4.218 5.528
C -1.401 -3.399 4.599
C -1.812 -3.401 3.262
C -2.901 -4.197 2.891
C -3.508 -5.025 3.813
C -1.114 -2.641 2.281
C -0.482 -2.042 1.424
H -1.695 -4.211 6.560
H -0.584 -2.758 4.900
H -3.265 -4.154 1.876
H -4.333 -5.660 3.520
C -3.456 1.653 -4.461
N -2.837 2.926 -4.182
C -3.420 4.162 -4.357
C -2.510 5.090 -3.994
N -1.374 4.420 -3.599
C -0.149 5.034 -3.150
C -1.577 3.087 -3.713
Se -0.373 1.770 -3.287
H -3.948 1.679 -5.433
H -4.191 1.400 -3.694
H -2.675 0.895 -4.468
H -4.420 4.282 -4.728
H -2.569 6.162 -3.991
H -0.033 6.004 -3.628
H 0.686 4.390 -3.420
H -0.152 5.164 -2.066


# 2
110
Properties=species:S:1:pos:R:3 method="wB97M-V/def2-TZVPD" homo_energy_ev="-5.07 / -5.07" de_lowest_kcal_mol=46.0 orbital_gap_ev="6.474 / 6.471" total_energy_ha=-4037.4650 charge=-1
Pd 0.094 0.021 0.054
C -2.920 0.187 -4.988
C -2.180 1.031 -3.952
C -2.736 2.459 -3.947
C -0.676 1.039 -4.189
C -0.234 1.663 -5.351
C 1.111 1.780 -5.647
C 2.028 1.281 -4.744
C 1.627 0.637 -3.579
C 2.693 0.240 -2.601
C 2.609 1.204 -1.424
C 2.688 -1.241 -2.225
C 0.266 0.487 -3.299
N -0.207 -0.187 -2.118
C -0.913 -1.290 -2.405
O -1.095 -1.840 -3.489
C -1.649 -1.845 -1.219
C -2.522 -2.919 -1.281
C -3.186 -3.300 -0.123
C -2.975 -2.606 1.061
C -2.070 -1.561 1.045
N -1.452 -1.217 -0.074
C -1.715 -0.714 2.222
O -2.443 -0.729 3.220
N -0.598 -0.015 2.019
C -0.045 0.663 3.143
C 0.122 2.043 3.077
C 0.751 2.700 4.132
C 1.202 2.001 5.234
C 1.010 0.626 5.287
C 0.389 -0.061 4.254
C 0.190 -1.556 4.398
C 1.469 -2.294 4.802
C -0.910 -1.849 5.419
C -0.312 2.839 1.865
C 0.898 3.283 1.042
C -1.185 4.038 2.230
H -3.986 0.154 -4.754
H -2.533 -0.828 -5.014
H -2.818 0.626 -5.982
H -2.361 0.619 -2.955
H -2.539 2.963 -4.894
H -2.298 3.053 -3.149
H -3.816 2.447 -3.792
H -0.968 2.068 -6.034
H 1.437 2.267 -6.558
H 3.089 1.381 -4.937
H 3.654 0.428 -3.098
H 1.645 1.036 -0.925
H 2.609 2.243 -1.763
H 3.395 1.053 -0.680
H 1.940 -1.482 -1.454
H 3.656 -1.529 -1.822
H 2.476 -1.849 -3.107
H -2.647 -3.414 -2.232
H -3.875 -4.133 -0.145
H -3.477 -2.844 1.988
H 0.894 3.773 4.077
H 1.698 2.516 6.047
H 1.358 0.074 6.149
H -0.113 -1.951 3.424
H 1.746 -2.080 5.835
H 2.305 -2.034 4.158
H 1.310 -3.371 4.726
H -0.640 -1.412 6.382
H -1.016 -2.924 5.561
H -1.871 -1.436 5.107
H -0.928 2.189 1.231
H 1.398 4.129 1.520
H 0.598 3.591 0.036
H 1.641 2.483 0.948
H -0.618 4.805 2.761
H -2.019 3.743 2.869
H -1.596 4.489 1.326
N -4.245 0.856 1.611
C -4.130 0.876 0.263
S -3.173 1.972 -0.542
N -4.799 -0.079 -0.449
C -5.770 -1.020 -0.079
C -5.990 -2.067 -0.977
C -6.939 -3.034 -0.708
C -7.684 -2.981 0.463
C -7.478 -1.932 1.343
C -6.537 -0.946 1.080
H -3.585 1.463 2.079
H -4.367 -0.030 2.084
H -4.533 -0.072 -1.426
H -5.403 -2.116 -1.885
H -7.091 -3.838 -1.416
H -8.422 -3.741 0.678
H -8.063 -1.864 2.250
H -6.430 -0.114 1.759
S 7.470 0.433 2.854
C 6.082 -0.060 2.063
S 4.566 -0.213 2.873
C 3.767 -0.637 1.388
N 4.569 -0.663 0.373
N 5.862 -0.346 0.765
C 6.817 -0.374 -0.288
C 6.387 -0.072 -1.573
C 7.288 -0.110 -2.622
C 8.615 -0.451 -2.398
C 9.028 -0.762 -1.113
C 8.136 -0.730 -0.051
S 2.067 -1.003 1.454
H 5.353 0.182 -1.741
H 6.945 0.126 -3.620
H 9.319 -0.475 -3.218
H 10.056 -1.042 -0.923
H 8.457 -0.976 0.948


# 3
112
Properties=species:S:1:pos:R:3 method="wB97M-V/def2-TZVPD" homo_energy_ev="0.36 / 0.34" de_lowest_kcal_mol=31.4 orbital_gap_ev="3.001 / 3.027" total_energy_ha=-8699.7432 charge=-2
Sc -0.347 -0.050 -0.306
S -0.983 1.151 2.493
C 0.499 1.859 2.056
C 1.210 2.760 2.899
C 2.466 3.177 2.561
C 3.032 2.750 1.350
C 2.280 1.928 0.550
N 1.052 1.479 0.876
H 0.729 3.064 3.819
H 3.023 3.830 3.225
H 4.020 3.059 1.037
H 2.662 1.599 -0.407
S -0.959 -1.649 -2.307
C -0.515 -0.707 -3.720
C -1.128 -0.987 -4.948
C -0.832 -0.271 -6.095
C 0.105 0.755 -6.044
C 0.726 1.044 -4.839
C 0.436 0.329 -3.673
S 1.276 0.751 -2.181
H -1.861 -1.785 -4.977
H -1.333 -0.510 -7.027
H 0.335 1.339 -6.927
H 1.453 1.845 -4.774
S -4.732 -4.331 3.708
C -3.892 -5.457 4.712
C -2.546 -5.315 4.560
C -2.182 -4.296 3.645
C -3.260 -3.646 3.071
C -3.310 -2.577 2.114
C -2.150 -2.117 1.504
N -2.060 -1.114 0.645
C -3.257 -0.426 0.309
C -4.514 -0.896 0.841
C -5.717 -0.233 0.399
C -5.676 0.794 -0.470
C -4.423 1.303 -0.973
C -4.351 2.342 -1.857
C -3.069 2.816 -2.321
C -1.955 2.213 -1.789
N -1.970 1.206 -0.907
C -3.215 0.676 -0.501
C -2.967 3.869 -3.310
C -3.985 4.548 -3.939
C -3.535 5.514 -4.883
C -2.181 5.575 -4.976
S -1.438 4.443 -3.911
C -4.538 -1.935 1.724
H -4.437 -6.137 5.346
H -1.828 -5.920 5.103
H -1.160 -4.026 3.425
H -1.217 -2.623 1.733
H -6.664 -0.601 0.783
H -6.590 1.270 -0.814
H -5.267 2.804 -2.206
H -0.964 2.554 -2.074
H -5.029 4.358 -3.734
H -4.198 6.136 -5.471
H -1.576 6.204 -5.609
H -5.488 -2.271 2.128
Br 3.080 -4.244 -4.163
C 2.633 -3.442 -2.499
C 1.610 -3.983 -1.745
C 1.296 -3.391 -0.532
C 2.002 -2.281 -0.078
C 3.013 -1.745 -0.865
C 3.342 -2.330 -2.078
H 1.045 -4.831 -2.106
H 0.483 -3.799 0.055
H 3.562 -0.876 -0.527
H 4.116 -1.901 -2.700
C 3.092 -5.767 5.240
Si 2.011 -4.616 4.207
C 1.065 -5.687 2.995
C 0.883 -3.711 5.403
Si 3.236 -3.002 3.041
Te 1.584 -1.492 1.858
Si 4.924 -4.043 1.794
C 4.246 -5.413 0.715
C 6.104 -4.829 3.038
C 5.980 -2.884 0.768
Si 4.195 -1.498 4.552
C 2.864 -0.416 5.310
C 5.446 -0.396 3.688
C 5.091 -2.380 5.959
H 2.465 -6.443 5.829
H 3.726 -5.205 5.931
H 3.744 -6.377 4.611
H 0.197 -6.160 3.460
H 1.717 -6.470 2.599
H 0.699 -5.101 2.148
H 0.066 -4.346 5.753
H 0.432 -2.827 4.945
H 1.459 -3.382 6.274
H 3.867 -6.236 1.327
H 5.023 -5.805 0.053
H 3.424 -5.053 0.092
H 5.594 -5.519 3.713
H 6.594 -4.069 3.651
H 6.881 -5.385 2.505
H 5.379 -2.318 0.056
H 6.722 -3.457 0.204
H 6.507 -2.171 1.405
H 2.253 0.055 4.533
H 3.300 0.380 5.919
H 2.193 -1.004 5.941
H 5.003 0.069 2.802
H 6.319 -0.970 3.367
H 5.787 0.401 4.355
H 4.397 -2.992 6.541
H 5.552 -1.656 6.637
H 5.875 -3.041 5.583


# 4
112
Properties=species:S:1:pos:R:3 method="wB97M-V/def2-TZVPD" homo_energy_ev=0.10 de_lowest_kcal_mol=31.3 orbital_gap_ev=3.504 total_energy_ha=-8699.7434 charge=-2
Sc 0.450 1.240 1.012
S 2.514 1.686 -1.066
C 3.294 0.736 0.142
C 4.691 0.609 0.280
C 5.202 -0.161 1.293
C 4.338 -0.805 2.187
C 2.986 -0.622 2.016
N 2.480 0.117 1.018
H 5.328 1.135 -0.418
H 6.276 -0.257 1.409
H 4.707 -1.405 3.007
H 2.259 -1.056 2.691
S -1.985 0.079 0.869
C -2.355 -1.576 1.279
C -3.640 -1.821 1.802
C -4.111 -3.087 2.072
C -3.310 -4.197 1.816
C -2.043 -3.992 1.308
C -1.547 -2.709 1.059
S 0.175 -2.715 0.625
H -4.262 -0.956 1.995
H -5.104 -3.210 2.488
H -3.663 -5.201 2.020
H -1.398 -4.840 1.110
S 3.598 6.094 -0.221
C 4.299 7.665 -0.213
C 4.215 8.236 1.018
C 3.566 7.405 1.969
C 3.153 6.195 1.451
C 2.469 5.115 2.132
C 2.099 3.962 1.469
N 1.495 2.894 2.011
C 1.219 2.979 3.402
C 1.504 4.189 4.142
C 1.088 4.202 5.536
C 0.488 3.151 6.114
C 0.221 1.925 5.383
C -0.342 0.822 5.928
C -0.567 -0.346 5.112
C -0.255 -0.244 3.770
N 0.292 0.819 3.172
C 0.617 1.920 3.991
C -1.172 -1.541 5.664
C -1.654 -1.746 6.940
C -2.200 -3.041 7.135
C -2.130 -3.819 6.021
S -1.404 -2.970 4.713
C 2.123 5.226 3.533
H 4.731 8.079 -1.111
H 4.597 9.223 1.244
H 3.401 7.693 2.996
H 2.283 3.863 0.403
H 1.277 5.106 6.106
H 0.188 3.196 7.157
H -0.636 0.834 6.971
H -0.481 -1.069 3.099
H -1.628 -0.984 7.705
H -2.632 -3.377 8.069
H -2.475 -4.832 5.893
H 2.331 6.130 4.093
Br -3.063 5.923 -2.873
C -2.140 4.635 -1.792
C -1.564 5.033 -0.604
C -0.883 4.086 0.158
C -0.757 2.739 -0.221
C -1.390 2.405 -1.429
C -2.067 3.324 -2.223
H -1.636 6.064 -0.280
H -0.435 4.432 1.084
H -1.367 1.369 -1.764
H -2.538 3.029 -3.153
C -0.651 -1.058 -6.422
Si -0.757 -0.391 -4.654
C 0.562 0.919 -4.428
C -2.489 0.313 -4.411
Si -0.430 -2.183 -3.158
Te 0.713 -1.155 -1.150
Si 1.250 -3.618 -3.950
C 2.728 -2.590 -4.511
C 0.622 -4.636 -5.424
C 1.790 -4.819 -2.606
Si -2.436 -3.349 -2.804
C -3.740 -2.315 -1.947
C -2.048 -4.949 -1.888
C -3.062 -3.812 -4.534
H -0.870 -0.256 -7.134
H -1.364 -1.867 -6.597
H 0.351 -1.432 -6.642
H 0.350 1.775 -5.077
H 1.549 0.530 -4.687
H 0.617 1.298 -3.406
H -2.597 1.245 -4.974
H -2.708 0.526 -3.365
H -3.241 -0.388 -4.780
H 2.490 -2.016 -5.410
H 3.578 -3.239 -4.743
H 3.040 -1.889 -3.735
H 0.271 -4.003 -6.241
H -0.199 -5.291 -5.125
H 1.426 -5.271 -5.812
H 2.053 -4.294 -1.687
H 2.663 -5.391 -2.938
H 0.991 -5.524 -2.368
H -3.354 -1.815 -1.059
H -4.586 -2.940 -1.645
H -4.113 -1.541 -2.622
H -1.454 -4.757 -0.994
H -1.485 -5.623 -2.539
H -2.969 -5.455 -1.584
H -3.345 -2.925 -5.104
H -3.950 -4.446 -4.445
H -2.315 -4.361 -5.111